# 1
ORCA calculation (the ωB97M-V functional and the def2-TZVPD basis) on a single C25H29N3O4 molecule.

Calculated values
Kohn-Sham gap	8.9	eV
net charge	0
lowest unoccupied orbital energy	0.69	eV
largest force on an atom	0.79	eV/A
E_HOMO	-0.301	hartree
ΔE to the lowest compared entry with this formula, charge and spin	162.33	kJ/mol
SMILES	CCOC(=O)C1CCN(Cc2nc3ccccc3c(=O)n2-c2ccc(OCC)cc2)CC1

Structure (XYZ):
```
61
C25H29N3O4 (the ωB97M-V functional and the def2-TZVPD basis)
C 2.33704 4.57467 4.91844
C 1.06929 4.11991 5.62719
O 0.04736 3.77027 4.69207
C 0.09391 2.54071 4.16660
O 0.91421 1.71410 4.47179
C -0.99360 2.35850 3.13255
C -0.41217 2.73020 1.76092
C -1.48135 2.51967 0.68259
N -2.05385 1.19415 0.65919
C -1.52217 0.22807 -0.25551
C -0.13064 -0.34793 -0.05039
N 0.53442 -0.10036 1.01329
C 1.79095 -0.62517 1.16761
C 2.50132 -0.35741 2.34305
C 3.76700 -0.87432 2.50218
C 4.35080 -1.65973 1.50805
C 3.66222 -1.93149 0.34801
C 2.37642 -1.41823 0.16704
C 1.62660 -1.70181 -1.04960
O 2.01891 -2.36843 -1.98482
N 0.34617 -1.12860 -1.07391
C -0.44046 -1.40639 -2.23339
C -0.21766 -0.70465 -3.40529
C -0.95313 -0.98878 -4.54265
C -1.91969 -1.98977 -4.51493
O -2.69807 -2.35105 -5.56282
C -2.51566 -1.71194 -6.81239
C -3.48852 -2.34113 -7.79700
C -2.13019 -2.70033 -3.32974
C -1.39439 -2.41638 -2.20161
C -2.51385 0.75953 1.95894
C -1.48432 0.91270 3.08237
H 3.07519 4.88398 5.65281
H 2.74583 3.75681 4.33004
H 2.11975 5.41088 4.25810
H 0.64241 4.92511 6.22855
H 1.28028 3.25168 6.26020
H -1.81496 3.04140 3.37343
H -0.08872 3.77279 1.75643
H 0.44238 2.08539 1.55841
H -2.30502 3.22287 0.86796
H -1.06386 2.74004 -0.30186
H -1.53710 0.67864 -1.25688
H -2.22121 -0.61685 -0.28234
H 2.03902 0.24914 3.10668
H 4.31598 -0.66978 3.40966
H 5.34505 -2.05580 1.65208
H 4.08656 -2.53814 -0.43785
H 0.54141 0.06289 -3.43303
H -0.75588 -0.42949 -5.44307
H -1.48231 -1.85053 -7.15828
H -2.71490 -0.63532 -6.71742
H -3.29047 -3.40576 -7.88385
H -4.50862 -2.20626 -7.44824
H -3.37960 -1.87643 -8.77267
H -2.87274 -3.48205 -3.32710
H -1.54609 -2.98320 -1.29494
H -3.39392 1.37001 2.20511
H -2.83490 -0.28088 1.88742
H -0.63132 0.26370 2.89109
H -1.93887 0.63304 4.03427
```

=====

# 2
ORCA calculation (the ωB97M-V functional and the def2-TZVPD basis) on a single C25H29N3O6S molecule.

Calculated values
Kohn-Sham gap	8.6	eV
net charge	0
lowest unoccupied orbital energy	0.34	eV
largest force on an atom	18.85	eV/A
E_HOMO	-0.305	hartree
ΔE to the lowest compared entry with this formula, charge and spin	1912.43	kJ/mol
SMILES	CCOC(=O)c1ccc(N2C(=O)[C@H](CC(=O)NC)N(CCc3ccc(OC)c(OC)c3)C2=S)cc1

Structure (XYZ):
```
64
C25H29N3O6S (the ωB97M-V functional and the def2-TZVPD basis)
C 5.03271 -5.16032 -3.51123
C 3.61270 -4.65758 -4.15318
O 2.84579 -3.78650 -3.57734
C 2.29894 -4.30856 -2.50728
O 2.27575 -5.44732 -2.33101
C 1.47286 -3.35312 -1.64331
C 0.64765 -3.75264 -0.62524
C 0.04343 -2.66144 0.15372
C 0.34488 -1.50396 0.06816
N -0.20490 -0.35697 0.66490
C 0.33877 0.79175 1.19985
O 1.57682 0.93702 1.21532
C -0.85598 1.44137 2.18846
C -0.42890 1.72518 3.50014
C -0.29463 0.06965 4.21500
O -0.04964 -0.97569 3.48573
N -0.10797 0.11981 5.53250
C 0.01523 -0.99338 6.36327
N -1.83261 0.70196 1.84883
C -3.21608 1.18538 2.14243
C -3.95721 1.87222 0.81500
C -2.87561 2.61666 -0.23155
C -2.43465 3.70054 0.38238
C -1.20334 4.33784 -0.52147
C -0.69342 3.70899 -1.51467
O 0.33251 4.04830 -2.22843
C 0.99416 5.22580 -1.88671
C -1.27907 2.28131 -1.77037
O -0.60846 1.77040 -3.00991
C -1.09345 0.51062 -3.40843
C -2.38263 1.75778 -1.20863
C -1.75881 -0.42501 0.94357
S -2.62709 -1.47048 0.47891
C 1.12945 -1.13736 -1.08177
C 1.69021 -1.85739 -2.02906
H 5.57640 -5.81707 -4.18959
H 5.53133 -4.37196 -3.30961
H 4.92429 -5.81917 -2.70677
H 2.93833 -5.57531 -4.26021
H 3.84049 -4.19882 -5.15846
H 0.43788 -4.66500 -0.47577
H -0.40297 -2.76233 1.11088
H -0.81254 2.44171 1.74937
H 0.49186 2.07393 3.56296
H -1.08749 2.02718 4.08533
H -0.10919 0.99357 6.02760
H 1.21904 -0.87992 6.72307
H -0.54033 -1.03064 7.02671
H 0.34193 -1.82192 5.70160
H -3.72032 0.41893 2.46598
H -3.38190 1.79863 2.88896
H -4.77876 2.66710 1.07727
H -4.36646 1.15777 0.13956
H -2.84683 4.19373 1.02962
H -0.94690 5.36563 -0.35043
H 1.76733 5.64696 -2.66174
H 0.39389 6.09857 -2.04270
H 1.32406 5.33994 -1.01990
H -2.12890 0.54095 -3.48772
H -0.63784 0.14855 -4.19435
H -0.83443 -0.17405 -2.48153
H -2.67294 0.85848 -1.34170
H 1.23365 0.03055 -1.31674
H 2.49992 -1.64081 -2.55025
```

=====

# 3
ORCA calculation (the ωB97M-V functional and the def2-TZVPD basis) on a molecular structure, C25H30B2BrF4N6O10ReS2.

Calculated values
Kohn-Sham gap (spin up / spin down)	7.3 / 5.7	eV
net charge	+1
lowest unoccupied orbital energy (spin up / spin down)	-4.34 / -5.94	eV
largest force on an atom	1.36	eV/A
E_HOMO (spin up / spin down)	-0.428 / -0.428	hartree
ΔE to the lowest compared entry with this formula, charge and spin	56.44	kJ/mol
multiplicity	2

Structure (XYZ):
```
81
C25H30B2BrF4N6O10ReS2 (the ωB97M-V functional and the def2-TZVPD basis)
Re 0.88281 -0.73347 1.02360
C -0.34047 -1.05469 5.21879
C 0.31194 -0.75516 3.91877
N 0.08190 -1.38684 2.81020
O -0.79628 -2.39895 2.86592
B -0.96809 -3.18076 1.60586
F -1.83975 -4.17964 1.86609
F -1.41517 -2.33673 0.55360
O 0.34275 -3.73013 1.19271
N 1.20627 -2.76893 0.80097
C 2.38812 -3.20751 0.48192
C 2.74855 -4.64728 0.41307
C 3.36372 -2.15432 0.27304
N 2.90295 -0.99888 0.62817
O 3.77232 0.02251 0.55138
B 3.19363 1.36131 0.94031
F 2.07159 1.63035 0.12087
F 4.17533 2.27812 0.83171
O 2.71664 1.28569 2.33451
N 1.67203 0.44224 2.50552
C 1.31927 0.26368 3.74596
C 1.92241 0.98186 4.89574
C 4.75622 -2.36466 -0.19523
H -1.02466 -1.89000 5.11919
H -0.89140 -0.17816 5.56473
H 0.41096 -1.29328 5.97266
H 1.98490 -5.25636 0.88353
H 3.70851 -4.81516 0.90072
H 2.84224 -4.95683 -0.63089
H 2.73896 1.61558 4.57079
H 2.28800 0.26197 5.62938
H 1.16392 1.59949 5.38151
H 4.86514 -3.32838 -0.68498
H 5.44644 -2.31423 0.65010
H 5.04193 -1.56506 -0.87746
O -3.51293 -1.02323 -0.78685
S -4.09507 -1.58812 1.88398
O -5.43264 -1.09323 1.95490
O -3.03509 -0.67726 2.21006
S -1.23777 0.55902 0.87777
C -4.05306 0.14629 -1.38937
C -3.18762 0.63847 -2.54185
N -3.01815 -0.38294 -3.56266
C -4.17486 -0.69997 -4.41028
C -4.85324 -2.00928 -4.03306
C -1.84696 -0.97866 -3.89193
O -1.75628 -1.80071 -4.78769
C -0.57178 -0.59531 -3.17884
C 0.51003 -0.22165 -3.96901
C 1.72771 0.01558 -3.36423
C 1.84659 -0.14836 -1.99713
N 0.81423 -0.51685 -1.22344
C -0.37760 -0.73898 -1.82094
H -4.09147 0.90881 -0.61103
H -3.61499 -1.76232 -1.39825
H -5.07471 -0.04258 -1.72928
H -2.21240 0.95575 -2.17548
H -3.66920 1.51547 -2.98403
H -3.82148 -0.76401 -5.43873
H -4.86919 0.13755 -4.33753
H -4.15350 -2.83763 -4.13593
H -5.69450 -2.19822 -4.69970
H -5.24373 -1.98901 -3.01318
H 0.38542 -0.13556 -5.04043
H 2.59198 0.32045 -3.93618
H 2.79032 0.04065 -1.51312
H -1.19448 -1.05500 -1.18600
Br 0.10862 3.22986 -2.19650
C 0.60170 4.38577 -0.77014
C 1.13789 5.59749 -1.17708
C 1.53316 6.54075 -0.24232
C 1.39604 6.27944 1.11159
C 0.87115 5.06844 1.51576
C 0.46301 4.10261 0.59259
C -0.05261 2.85865 1.21816
O -0.03798 2.61370 2.39066
O -0.60588 1.97454 0.32457
H 1.24846 5.79740 -2.23305
H 1.95565 7.47736 -0.58018
H 1.69888 7.01159 1.84663
H 0.76466 4.83588 2.56593
```

=====

# 4
ORCA calculation (the ωB97M-V functional and the def2-TZVPD basis) on a molecular structure, C25H30BBrFN10O2S4Ta.

Calculated values
Kohn-Sham gap	7.2	eV
net charge	+2
lowest unoccupied orbital energy	-6.35	eV
largest force on an atom	0.57	eV/A
E_HOMO	-0.497	hartree
ΔE to the lowest compared entry with this formula, charge and spin	0.00	kJ/mol

Structure (XYZ):
```
75
C25H30BBrFN10O2S4Ta (the ωB97M-V functional and the def2-TZVPD basis)
Ta -0.35783 0.28383 -0.15326
C 5.14274 0.46361 0.91655
C 4.30130 1.23366 -0.02735
N 4.68904 2.16905 -0.83270
N 3.56174 2.56168 -1.49846
C 2.48246 1.88851 -1.12623
S 0.86278 1.94197 -1.67329
N 2.93920 1.03359 -0.19765
N 2.05355 0.18577 0.46701
H 6.05508 1.02006 1.11379
H 5.40783 -0.50360 0.48697
H 4.62026 0.28785 1.85710
H 3.61378 3.30887 -2.17432
H 1.95523 0.49765 1.43313
H 2.43723 -0.76300 0.50794
C 2.10225 -0.83032 -4.06432
N 2.67930 -1.43348 -2.86578
C 3.99072 -1.81232 -2.70010
C 4.07144 -2.41883 -1.49137
N 2.81600 -2.41437 -0.91968
B 2.59899 -3.00450 0.54542
N 1.16146 -3.52989 0.81900
C 0.84229 -4.86616 0.71203
C -0.35600 -5.06611 1.30395
N -0.77365 -3.84333 1.77669
C -1.95220 -3.62512 2.60976
C 0.14950 -2.91990 1.46105
S 0.03663 -1.25232 1.92422
C 1.98850 -1.80445 -1.77051
S 0.26588 -1.63713 -1.61606
H 2.91027 -0.60241 -4.75335
H 1.56792 0.08079 -3.80296
H 1.41330 -1.52793 -4.53588
H 4.73387 -1.64615 -3.46002
H 4.90667 -2.88489 -0.99890
H 3.35900 -3.92349 0.63318
H 2.86327 -2.13830 1.34765
H 1.51274 -5.56668 0.24817
H -0.93309 -5.96103 1.45222
H -2.38973 -4.59367 2.83277
H -2.67334 -3.00193 2.08822
H -1.65854 -3.14023 3.53755
F -4.20637 2.64486 -4.62927
C -3.37736 2.12211 -3.72233
C -2.94404 0.81803 -3.87697
C -2.09306 0.27896 -2.92541
C -1.66186 1.00290 -1.80706
C -2.11028 2.33156 -1.72250
C -2.96686 2.89737 -2.65661
H -3.27007 0.24448 -4.73452
H -1.77192 -0.74533 -3.06793
H -1.80375 2.96862 -0.89941
H -3.30530 3.92115 -2.57052
Br 0.65006 5.18702 5.53731
C -0.69771 4.30470 4.56479
C -2.03433 4.51381 4.88616
C -3.03527 3.86655 4.17278
C -2.70838 3.01183 3.13698
C -1.36418 2.80996 2.82151
C -0.35123 3.45366 3.53446
C -1.00028 1.92100 1.73744
O 0.21219 1.66236 1.41613
O -1.85690 1.31507 1.00279
H -2.28946 5.18348 5.69615
H -4.07036 4.03574 4.43446
H -3.47798 2.49652 2.57971
H 0.68609 3.29001 3.28041
N -4.28381 0.38470 -0.27809
C -3.88500 -0.82651 -0.61117
N -4.72921 -1.65146 -1.22246
S -2.33122 -1.46760 -0.21231
H -5.16484 0.75631 -0.59749
H -3.64922 0.99558 0.21379
H -5.70032 -1.42040 -1.36187
H -4.40563 -2.55238 -1.53115
```

=====

# 5
ORCA calculation (the ωB97M-V functional and the def2-TZVPD basis) on 2 unconnected molecules or ions with the total composition C25H30BO3.

Calculated values
Kohn-Sham gap	3.7	eV
net charge	+1
lowest unoccupied orbital energy	-6.16	eV
largest force on an atom	4.67	eV/A
E_HOMO	-0.364	hartree

Structure (XYZ):
```
59
C25H30BO3 (the ωB97M-V functional and the def2-TZVPD basis)
C -3.61844 5.20654 -4.70572
C -2.95763 4.98398 -3.43319
C -2.45316 5.88182 -2.52212
C -1.82905 5.11387 -1.50276
C -1.97215 3.78215 -1.84081
B -1.16487 2.58594 -1.35213
O -0.25278 2.73758 -0.35091
C 0.30657 1.40784 -0.23645
C 1.64143 1.39195 -0.98706
C 0.57550 1.25380 1.23502
C -0.80349 0.48946 -0.96392
C -0.32626 -0.71547 -1.74646
C -2.00652 0.10661 -0.08901
O -1.32462 1.38329 -1.98227
O -2.68853 3.70534 -3.02825
H -3.76996 6.29038 -4.81014
H -2.99810 4.87233 -5.54511
H -4.59229 4.71446 -4.76018
H -2.49825 6.95691 -2.60309
H -1.31515 5.48242 -0.62311
H 2.15814 0.43927 -0.82063
H 1.49611 1.54377 -2.06342
H 2.28110 2.20007 -0.61042
H 1.25725 0.42435 1.42036
H 1.06377 2.16328 1.61683
H -0.34526 1.10513 1.80687
H 0.04049 -1.49258 -1.07813
H -1.16598 -1.12661 -2.32170
H 0.46529 -0.45057 -2.45663
H -1.75334 -0.70146 0.58747
H -2.37895 0.95474 0.50121
H -2.82355 -0.24681 -0.73357
C 1.98800 -5.82809 -1.53229
C 1.44722 -4.72453 -0.68454
C 0.23898 -4.87264 0.01189
C -0.27009 -3.83929 0.78009
C 0.48001 -2.64860 0.96887
C -0.03164 -1.59804 1.81868
C 0.68599 -1.27683 3.01178
C 0.03511 -0.52867 4.04077
C 0.75068 -0.07368 5.13676
C 2.12573 -0.34564 5.25945
C 2.77126 -1.10265 4.27419
C 2.06680 -1.58542 3.18232
C 1.73349 -2.52812 0.29607
C 2.17620 -3.53895 -0.54727
H 2.75477 -5.44079 -2.20932
H 2.45634 -6.59512 -0.90274
H 1.19637 -6.30809 -2.11629
H -0.31115 -5.81222 -0.07569
H -1.23300 -3.93490 1.29178
H -1.11408 -1.56040 1.94711
H -1.02915 -0.29445 3.92737
H 0.24974 0.51765 5.90631
H 2.69343 0.03265 6.10817
H 3.83767 -1.32137 4.34301
H 2.59404 -2.17485 2.43521
H 2.35117 -1.63371 0.43226
H 3.10877 -3.42700 -1.10453
```

=====

# 6
ORCA calculation (the ωB97M-V functional and the def2-TZVPD basis) on a molecular structure, C25H30BaN13S3.

Calculated values
Kohn-Sham gap	5.8	eV
net charge	+1
lowest unoccupied orbital energy	-3.51	eV
largest force on an atom	2.38	eV/A
E_HOMO	-0.343	hartree
ΔE to the lowest compared entry with this formula, charge and spin	151.77	kJ/mol

Structure (XYZ):
```
72
C25H30BaN13S3 (the ωB97M-V functional and the def2-TZVPD basis)
Ba 0.20633 -0.13929 -0.10875
S 2.40996 -1.01007 -1.90911
C 3.05761 -1.25960 -0.34642
N 2.39093 -1.21389 0.78717
C 3.19576 -1.52472 1.87385
C 2.76419 -1.64887 3.19389
C 3.68659 -1.94788 4.18057
C 5.03494 -2.13131 3.86986
C 5.47432 -2.03742 2.56024
C 4.54643 -1.74018 1.57043
S 4.76959 -1.60619 -0.14665
H 1.71074 -1.55315 3.42663
H 3.35583 -2.05819 5.20515
H 5.74030 -2.36689 4.65516
H 6.51388 -2.20522 2.31197
C -2.19994 -3.87692 -4.53579
C -1.92636 -4.16269 -3.10739
N -2.29997 -5.21809 -2.45909
N -1.83414 -5.01890 -1.19312
C -1.19241 -3.85159 -1.02179
S -0.45324 -3.24941 0.34768
N -1.26009 -3.29960 -2.26592
N -0.71222 -2.05245 -2.57652
H -2.69914 -4.73895 -4.96946
H -1.27667 -3.69351 -5.08765
H -2.85271 -3.00749 -4.63972
H -1.96440 -5.72033 -0.48485
H -1.03141 -1.80258 -3.50478
H 0.31299 -2.11748 -2.56416
C 1.99732 5.53055 0.15128
N 2.36892 4.13264 0.33441
C 3.17059 3.86811 1.51551
C 1.70775 3.08493 -0.24137
N 1.60574 1.90562 0.25294
N 1.18290 3.38257 -1.50326
C 0.63228 2.51220 -2.43659
N 0.70248 3.00356 -3.70613
N 0.10428 1.38491 -2.12381
H 2.86252 6.12192 -0.15063
H 1.61134 5.93732 1.08902
H 1.21094 5.64745 -0.58875
H 3.82665 4.71994 1.68079
H 3.79714 2.98996 1.36284
H 2.55764 3.72883 2.41357
H 2.04680 1.84480 1.16536
H 1.54903 4.22975 -1.90053
H 1.12195 3.88757 -3.92761
H 0.19683 2.54193 -4.43892
H -0.16248 0.88425 -2.96915
C -5.42845 -0.63689 -2.62848
C -5.69691 -0.96039 -1.30192
C -4.76593 -0.69452 -0.31528
C -3.55143 -0.10812 -0.66304
C -3.27429 0.20259 -1.98750
C -4.21839 -0.05025 -2.97003
N -2.52109 0.17958 0.28235
N -2.93228 0.28168 1.44780
C -1.97878 0.55249 2.47189
C -2.52622 0.84371 3.71141
C -1.67352 1.09624 4.77372
C -0.30708 1.05670 4.55629
C 0.14708 0.78784 3.27343
N -0.66130 0.53643 2.24727
H -6.16647 -0.84157 -3.39264
H -6.63791 -1.42460 -1.03967
H -4.95769 -0.94983 0.71702
H -2.32952 0.67478 -2.22107
H -4.01674 0.21560 -3.99991
H -3.60124 0.85389 3.81905
H -2.07056 1.31363 5.75596
H 0.39845 1.23110 5.35610
H 1.21197 0.75398 3.06684
```